ORCA calculation (ωB97M-V/def2-TZVPD) on C15H21Br2LuN3O2Si as an isolated structure at a distorted geometry.

The geometry in XYZ format:
```
45
Properties=species:S:1:pos:R:3:forces:R:3
Lu 9.355281 9.348362 8.263134 -0.1 -0.5 0.8
C 7.386476 9.213190 11.255170 0.4 -0.1 -0.9
C 8.837473 8.973753 11.572449 -0.1 -0.3 0.0
C 9.274888 8.934605 12.906987 0.1 0.1 -0.7
C 10.594897 8.787972 13.177552 0.4 0.1 -0.5
C 11.551932 8.700860 12.143041 -0.5 -0.1 -0.5
C 12.948879 8.565705 12.336927 0.3 -0.2 -0.6
Br 13.714333 8.547373 14.088965 -0.3 0.0 -0.6
C 13.743458 8.403814 11.228615 0.6 0.0 0.3
C 13.230319 8.411220 9.897789 0.5 0.3 0.2
Br 14.500528 8.329633 8.482124 -0.4 0.0 0.3
C 11.895542 8.599639 9.631419 -0.4 0.2 0.9
O 11.345680 8.740131 8.431778 -0.2 0.0 0.2
C 11.043081 8.704969 10.812329 0.1 -0.4 0.0
N 9.685909 8.784980 10.576632 0.4 0.8 -0.6
H 6.773189 8.941404 12.087782 -0.4 -0.2 0.5
H 7.091437 8.618254 10.365860 0.1 0.5 0.5
H 7.229882 10.282972 11.055861 0.0 -0.3 0.0
H 8.561354 9.028882 13.686286 -0.5 0.1 0.6
H 10.943775 8.758997 14.179741 0.2 0.0 0.8
H 14.832762 8.296149 11.371879 -0.7 0.0 -0.2
N 5.583382 7.693914 7.364582 0.7 -1.0 0.4
C 6.737996 7.155041 7.767464 0.9 1.0 0.3
N 6.963977 5.847477 7.744734 -0.2 -0.6 0.0
O 7.680554 7.902386 8.183409 -0.1 0.2 -0.5
H 4.886999 7.102254 6.985141 -0.7 -0.2 -0.4
H 5.507236 8.680177 7.299530 -0.1 0.7 0.0
H 6.258185 5.143130 7.586939 0.1 0.2 -0.1
H 7.881815 5.556984 8.048581 -0.2 -0.1 0.0
C 8.781923 10.413356 6.035927 -1.2 0.1 -0.5
Si 7.862687 11.802774 7.159070 -0.1 -0.8 -0.7
C 8.089269 13.374247 6.149423 0.6 0.0 0.5
C 6.010655 11.391717 7.176356 0.1 0.2 0.7
C 8.656747 11.476635 8.772278 0.0 0.4 0.3
H 8.491508 10.629611 4.998651 0.1 0.0 0.2
H 8.615921 9.309587 6.079405 -0.1 0.4 0.0
H 9.834457 10.627170 6.068622 1.0 0.0 -0.1
H 7.536274 13.310067 5.210890 -0.1 0.1 0.1
H 9.141025 13.622696 5.898634 -0.6 -0.2 0.3
H 7.679678 14.177476 6.787233 0.1 -0.1 -0.5
H 5.611032 11.013361 6.232371 0.1 -0.1 0.1
H 5.473491 12.333333 7.380725 0.1 -0.3 0.0
H 5.768292 10.728190 8.037586 0.1 0.2 -0.6
H 7.989337 11.546962 9.626290 -0.3 0.0 0.0
H 9.444799 12.188363 9.013155 0.4 0.1 -0.1
```
Positions in Å, forces in eV/Å.

Computed properties:
2S+1: 1
F_max: 1.4 eV/Å
HOMO: -10.522 eV
net charge: +1
LUMO level: -2.8 eV
energy: -206043.485 eV
energy relative to the best compared isomer or geometry (same formula, charge and spin): 15.9 kJ/mol